Record 1
{
  "formula": "C5H9NO",
  "method": "ωB97M-V with the def2-TZVPD basis set",
  "smiles": "C/C=N/CCC=O",
  "homo_lumo_gap_ev": 10.59,
  "e_lumo_ev": 1.08,
  "homo_ev": -9.5,
  "energy_ev": -8867.620,
  "species": ["C", "H", "C", "O", "H", "H", "H", "C", "H", "H", "H", "H", "C", "N", "C", "H"],
  "coordinates": [[-1.38731, 0.98628, 1.20537], [0.95568, 0.87971, -1.38981], [2.54519, -0.12178, -0.18778], [-0.75226, 1.86982, 0.67857], [-1.34190, -1.12132, 1.23687], [-1.57743, -1.37173, -1.32452], [2.55762, -0.97464, 0.49500], [1.18198, -0.01804, -0.79493], [2.71598, 0.79617, 0.38789], [-2.81771, -0.44454, 0.56015], [-1.19483, 0.36934, -1.41690], [-1.77135, 1.11341, 2.24107], [-1.08623, -0.54118, -0.80613], [0.29507, -0.87756, -0.51669], [-1.72556, -0.33896, 0.56710], [3.35460, -0.21368, -0.91805]],
  "forces_ev_per_angstrom": [[0.118, 0.184, -0.139], [-0.028, -0.102, 0.131], [0.043, -0.065, 0.010], [-0.303, -0.373, 0.208], [-0.156, 0.091, -0.023], [0.109, 0.082, 0.107], [0.102, 0.097, -0.139], [-0.095, -0.144, 0.140], [0.074, -0.123, -0.082], [0.079, 0.078, -0.031], [0.047, -0.146, 0.081], [0.056, 0.021, -0.103], [-0.169, -0.014, -0.053], [0.302, 0.350, -0.051], [-0.046, 0.017, -0.058], [-0.134, 0.047, 0.004]]
}

Record 2
{
  "formula": "C23H46N2O7S2",
  "method": "ωB97M-V with the def2-TZVPD basis set",
  "multiplicity": 3,
  "homo_lumo_gap_ev": [7.95, 9.20],
  "e_lumo_ev": [0.08, 0.07],
  "homo_ev": [-7.9, -9.1],
  "energy_ev": -63575.610,
  "species": ["O", "C", "C", "H", "O", "H", "N", "H", "C", "H", "C", "C", "H", "C", "C", "H", "C", "H", "O", "H", "C", "C", "C", "C", "H", "H", "H", "O", "N", "H", "H", "O", "H", "C", "C", "C", "C", "S", "C", "H", "C", "H", "H", "H", "H", "S", "H", "H", "H", "H", "H", "H", "H", "C", "H", "H", "H", "O", "C", "H", "H", "O", "C", "H", "H", "H", "H", "C", "H", "H", "H", "H", "H", "H", "H", "H", "C", "H", "H", "H"],
  "coordinates": [[0.55159, -0.70825, 5.41843], [-3.98026, -0.16394, -5.89126], [-2.39608, -0.86251, 4.61940], [-1.93728, 2.54136, 4.84266], [-1.49725, -2.64288, -5.02248], [5.74066, 1.72443, 0.47982], [-0.21580, 0.20881, 4.96952], [-2.36131, 1.20587, 7.40621], [6.03057, 1.30303, -0.48615], [2.14401, -1.23177, 0.10014], [-2.62839, -0.86969, -6.01921], [-1.49828, 0.14026, -6.25559], [-2.22213, -2.71169, -2.30667], [-0.87522, 0.09407, -3.81629], [-1.97547, -0.92905, -3.51735], [-1.14956, -1.66771, 2.30077], [-1.17396, -0.26393, 3.91153], [-0.71674, 0.70067, -2.92377], [4.60195, -1.41368, 0.25080], [1.30466, 1.70680, 6.58041], [0.40041, 1.32785, 7.05813], [-1.05577, 2.52772, 5.47481], [-0.47105, -1.33985, 3.09014], [2.58828, -0.48758, -0.55752], [-3.03722, -1.28221, -8.07811], [7.74678, 0.29647, -1.30164], [2.56079, -0.82912, -1.59275], [1.39209, 1.47923, -1.83284], [-2.28404, -1.66335, -4.79099], [-0.60270, -0.41187, -6.55621], [-1.26715, -1.41576, -1.56210], [6.20695, -2.57929, 1.66141], [0.42832, -0.93818, 2.62206], [-2.72739, -1.83875, -7.19168], [-2.99667, 0.05692, 5.67992], [-1.93894, 0.49648, 6.68949], [-3.22275, -0.25184, -2.92568], [5.91083, -1.24618, 1.23067], [-1.17552, 0.98031, -5.02166], [-1.74688, 0.45963, 1.96082], [7.26361, 0.41478, -0.33277], [7.98821, 0.86149, 0.34978], [-2.48149, 1.38830, 3.25494], [5.21797, -0.16359, -1.84352], [0.64494, 0.39573, 7.55854], [1.52682, 0.94958, -0.50519], [-4.75753, -0.87260, -5.60260], [-3.46914, -2.61248, -6.99083], [-0.21674, 2.92962, 4.90532], [-3.46681, 0.92767, 5.21483], [-0.56092, -2.43348, -2.83145], [-3.13411, -0.23164, -1.83955], [-1.99743, 1.66697, -4.80050], [-1.47084, -1.94371, -2.49622], [0.07177, 2.05347, 7.80440], [-1.60354, -0.37539, 7.25894], [-3.79444, -0.47361, 6.20314], [7.01277, -0.94276, 0.08319], [4.84240, 0.57741, -1.13255], [2.29413, 1.82173, 0.20050], [-3.34581, 0.77842, -3.25355], [0.37597, 0.65584, 0.29961], [3.99920, -0.16378, -0.09643], [-3.98294, 0.65741, -5.18238], [-2.09243, -1.80040, 5.09431], [-0.77180, 1.60072, 2.85879], [-1.24777, 3.19849, 6.31323], [-1.57281, 0.86933, 2.95449], [6.33589, 2.14767, -1.10527], [-4.12790, -0.80494, -3.17412], [-3.14093, -1.11374, 3.85953], [-0.19498, -2.19642, 3.69776], [0.05836, -0.44734, -4.00051], [-0.30599, 1.60736, -5.22716], [-1.77692, -2.32270, -7.39548], [3.95092, 0.44579, 0.81859], [-0.71363, 1.14477, 6.03390], [4.21362, 1.27619, -1.68857], [-1.77929, 0.77964, -7.09685], [-4.24445, 0.24938, -6.86543]],
  "forces_ev_per_angstrom": [[0.248, 0.020, -0.074], [-0.014, -0.021, 0.055], [-0.064, -0.039, 0.050], [-0.011, -0.010, -0.009], [-0.108, -0.220, 0.024], [-0.043, -0.023, -0.004], [-0.382, -0.208, 0.249], [-0.012, -0.018, 0.012], [0.057, -0.124, -0.056], [-0.031, -0.009, 0.006], [-0.203, -0.015, -0.018], [0.076, 0.065, 0.007], [-0.007, 0.005, 0.003], [0.055, 0.074, -0.020], [-0.175, -0.012, 0.163], [0.007, 0.016, 0.004], [0.050, 0.091, -0.206], [0.017, 0.013, -0.014], [-0.021, -0.095, 0.117], [-0.003, 0.000, -0.004], [-0.017, -0.017, 0.061], [0.015, -0.009, -0.053], [0.003, -0.062, 0.025], [-0.006, -0.089, -0.019], [-0.001, -0.001, 0.015], [0.002, -0.031, 0.006], [0.027, -0.070, 0.028], [0.069, 0.105, 0.023], [0.378, 0.297, -0.111], [-0.022, -0.046, 0.020], [-0.011, 0.002, -0.009], [-0.011, -0.087, -0.068], [-0.013, 0.009, -0.004], [0.041, 0.015, -0.052], [0.031, 0.027, -0.022], [-0.081, -0.047, 0.024], [-0.042, -0.021, -0.041], [0.083, 0.173, 0.070], [-0.058, -0.047, -0.007], [-0.018, -0.031, 0.021], [0.052, 0.093, -0.014], [-0.034, 0.029, 0.027], [0.011, 0.004, 0.049], [-0.157, 0.033, -0.096], [0.012, -0.020, -0.020], [-0.010, -0.088, -0.021], [-0.002, 0.001, -0.005], [-0.001, 0.002, 0.005], [0.000, 0.004, 0.004], [0.025, 0.008, -0.014], [-0.009, -0.026, -0.031], [0.032, 0.023, -0.006], [-0.019, -0.021, 0.005], [0.062, -0.009, 0.007], [-0.001, -0.004, -0.015], [0.049, -0.002, -0.031], [-0.024, 0.018, -0.006], [-0.058, -0.090, -0.039], [0.112, 0.028, 0.097], [0.012, 0.025, 0.025], [-0.013, -0.005, -0.032], [-0.049, 0.027, -0.062], [0.140, 0.118, -0.046], [0.010, 0.010, 0.011], [0.051, 0.013, -0.006], [0.012, -0.012, -0.033], [0.017, -0.007, 0.008], [0.003, 0.090, 0.006], [0.004, 0.024, -0.013], [0.002, -0.021, 0.025], [-0.012, -0.010, 0.014], [0.027, 0.008, 0.025], [-0.029, -0.046, -0.007], [-0.012, 0.027, 0.007], [0.008, -0.018, 0.023], [-0.115, 0.006, -0.025], [0.070, 0.190, -0.058], [0.005, 0.053, 0.065], [0.021, 0.006, -0.004], [0.003, -0.018, -0.008]]
}